70
Properties=species:S:1:pos:R:3 method="wB97M-V/def2-TZVPD" e_homo_ev=-2.2 de_lowest_kcal_mol=1.2 total_charge=-2 lumo_ev=4.054
Cd 1.949 0.826 0.416
C 3.393 2.447 -5.486
C 2.855 1.014 -5.494
S 2.535 0.370 -3.821
C 0.775 0.000 -3.961
C -0.132 1.214 -4.153
S -0.245 2.226 -2.646
C 0.415 3.834 -3.149
C 1.891 3.857 -3.547
S 2.126 3.740 -5.359
H 3.933 2.664 -6.411
H 4.080 2.587 -4.650
H 3.607 0.360 -5.945
H 1.949 0.951 -6.100
H 0.571 -0.505 -3.016
H 0.626 -0.714 -4.776
H -1.142 0.884 -4.407
H 0.230 1.856 -4.954
H 0.285 4.435 -2.247
H -0.217 4.254 -3.935
H 2.413 3.024 -3.081
H 2.361 4.779 -3.208
O 4.811 -2.253 0.277
C 3.890 -1.453 0.187
O 3.666 -0.467 0.985
C 2.856 -1.642 -1.013
O 2.844 -2.701 -1.623
O 2.087 -0.634 -1.274
Br 2.702 3.254 -0.102
C -2.544 -0.815 4.427
C -1.247 -0.226 3.870
C -1.211 1.290 4.159
C -0.060 -0.807 4.662
P -0.844 -0.454 2.009
N 0.183 0.594 1.577
C -2.493 -0.219 1.067
C -2.143 -0.029 -0.424
C -3.053 1.141 1.524
C -3.587 -1.280 1.197
C -0.326 -2.259 1.773
C -0.362 -2.553 0.260
C 1.157 -2.395 2.186
C -1.156 -3.324 2.494
H -2.570 -0.650 5.513
H -2.629 -1.889 4.256
H -3.428 -0.333 4.008
H -1.003 1.451 5.224
H -2.152 1.787 3.924
H -0.419 1.757 3.568
H -0.108 -0.439 5.694
H 0.888 -0.480 4.231
H -0.068 -1.895 4.699
H -1.186 0.483 -0.524
H -2.906 0.593 -0.905
H -2.090 -0.970 -0.967
H -2.259 1.890 1.548
H -3.519 1.089 2.508
H -3.817 1.471 0.810
H -3.295 -2.224 0.734
H -4.485 -0.926 0.672
H -3.870 -1.482 2.230
H 0.134 -1.771 -0.320
H -1.381 -2.679 -0.108
H 0.180 -3.483 0.068
H 1.733 -1.505 1.936
H 1.612 -3.231 1.646
H 1.280 -2.579 3.252
H -2.221 -3.259 2.267
H -1.040 -3.280 3.577
H -0.809 -4.314 2.170